Here is one molecule with the formula C3H7NO from the OMol25 dataset. Energies are from ωB97M-V/def2-TZVPD.

Each line ends with the Löwdin charge.
Cartesian coordinates (Å):
O (1.589, 0.442, 0.858)  -0.0782
C (1.186, -0.606, 0.015)  -0.2468
C (-0.224, -0.361, -0.508)  -0.2897
C (-1.229, 0.058, 0.483)  -0.1436
N (-0.628, 1.046, -0.410)  0.0013
H (1.191, 1.242, 0.466)  0.0767
H (1.174, -1.525, 0.613)  0.1202
H (1.897, -0.754, -0.813)  0.1122
H (-0.540, -0.973, -1.355)  0.1386
H (-0.930, 0.154, 1.521)  0.1085
H (-2.263, -0.212, 0.292)  0.1044
H (-1.325, 1.351, -1.078)  0.0964

Atoms 1-2, force components in eV/Å:
0.09 0.24 -0.08
-0.07 -0.30 -0.16

Strongest force on any atom = 0.460 eV/Å
Charge = 0
ΔE to the lowest compared entry with this formula, charge and spin = 195.2 kJ/mol
M = 73.095 g mol⁻¹
HOMO = -0.3588 Eh
Gap between HOMO and LUMO = 10.82 eV
SMILES string = OC[C@H]1CN1
Total energy = -248.4522 a.u.
2S+1 = 1

---

Here is one molecule with the formula C3H5N3O at a distorted geometry from the OMol25 dataset. Energies are from ωB97M-V/def2-TZVPD.

Each line ends with the Löwdin charge.
Cartesian coordinates (Å):
C (-2.176, -0.087, 0.035)  -0.0349
C (-0.706, -0.036, 0.064)  -0.2663
N (0.186, -0.979, -0.034)  0.1694
N (1.265, -0.068, -0.277)  -0.1992
N (2.573, -0.301, 0.030)  0.0481
C (0.310, 1.078, -0.080)  -0.2980
O (0.442, 2.249, 0.048)  0.1599
H (-2.552, 0.278, -0.922)  0.0878
H (-2.516, -1.110, 0.185)  0.0829
H (-2.584, 0.556, 0.816)  0.0834
H (3.068, -0.733, -0.747)  0.0830
H (2.689, -0.845, 0.882)  0.0839

Atoms 1-2, force components in eV/Å:
-0.11 -0.04 0.26
0.41 -1.21 -0.56

Strongest force on any atom = 2.176 eV/Å
Charge = 0
ΔE to the lowest compared entry with this formula, charge and spin = 366.2 kJ/mol
M = 99.093 g mol⁻¹
HOMO = -0.3230 Eh
Gap between HOMO and LUMO = 8.81 eV
SMILES string = CC1=NN(N)C1=O
Total energy = -356.7179 a.u.
2S+1 = 1

---

Here is C19H28EuF5O3Te as an isolated structure at a distorted geometry from the OMol25 dataset. Energies are from ωB97M-V/def2-TZVPD.

Each line ends with the Löwdin spin population.
Cartesian coordinates (Å):
O (0.246, -0.049, -6.160)  0.0001
C (0.470, 1.208, -6.919)  0.0000
C (0.461, 0.516, -8.267)  0.0000
H (1.479, 1.591, -6.738)  0.0000
H (-0.299, 1.970, -6.743)  0.0000
C (0.411, -0.774, -7.409)  0.0000
H (1.410, 0.688, -8.771)  0.0000
H (-0.422, 0.720, -8.870)  0.0000
C (1.728, -1.513, -7.423)  0.0000
H (2.557, -0.802, -7.312)  0.0000
H (1.809, -1.936, -8.430)  0.0000
H (1.752, -2.306, -6.662)  0.0000
C (-0.755, -1.687, -7.704)  0.0000
H (-1.736, -1.185, -7.730)  0.0000
H (-0.773, -2.550, -7.025)  0.0000
H (-0.611, -2.088, -8.711)  0.0000
Eu (-0.319, -0.350, -0.577)  7.0131
C (-2.816, -0.843, 0.942)  -0.0037
C (-2.652, 0.565, 1.003)  -0.0036
C (-2.781, 1.093, -0.310)  -0.0033
H (-2.421, 1.156, 1.879)  0.0002
C (-2.971, -0.011, -1.207)  -0.0032
C (-3.008, -1.212, -0.423)  -0.0030
H (-3.144, -2.220, -0.807)  0.0008
H (-2.858, -1.515, 1.793)  0.0003
H (-2.724, 2.152, -0.585)  0.0006
H (-3.054, 0.071, -2.294)  0.0009
C (1.463, -2.371, 0.773)  -0.0045
C (0.443, -3.003, -0.005)  -0.0034
C (0.709, -2.729, -1.389)  -0.0030
H (-0.381, -3.616, 0.376)  0.0006
C (1.895, -1.918, -1.460)  -0.0040
C (2.362, -1.718, -0.119)  -0.0032
H (3.270, -1.192, 0.175)  0.0001
H (1.549, -2.393, 1.859)  0.0001
H (0.126, -3.108, -2.235)  0.0012
H (2.381, -1.571, -2.378)  0.0005
O (1.762, 2.000, -4.495)  0.0000
C (0.799, 1.131, -3.814)  0.0008
C (-0.535, 1.909, -3.836)  0.0010
H (1.166, 0.955, -2.773)  0.0000
H (0.761, 0.155, -4.325)  0.0003
C (-0.058, 3.365, -3.628)  0.0001
H (-1.292, 1.563, -3.126)  0.0007
H (-0.969, 1.830, -4.845)  0.0001
C (1.437, 3.340, -4.030)  0.0000
H (-0.154, 3.624, -2.557)  0.0000
H (-0.663, 4.052, -4.232)  0.0000
H (2.080, 3.498, -3.135)  0.0000
H (1.712, 4.091, -4.793)  0.0000
F (0.252, 0.113, 2.068)  0.0035
Te (1.330, 1.729, 1.679)  0.0055
F (1.626, 1.907, 3.549)  0.0033
F (-0.259, 2.730, 1.868)  0.0052
F (2.292, 3.330, 1.376)  0.0027
F (2.900, 0.676, 1.629)  0.0043
O (0.980, 1.376, -0.115)  -0.0111

Atoms 1-2, force components in eV/Å:
-0.15 0.95 -1.85
0.35 0.02 0.38

Strongest force on any atom = 3.355 eV/Å
Charge = -1
ΔE to the lowest compared entry with this formula, charge and spin = 0.0 kJ/mol
M = 678.984 g mol⁻¹
HOMO (alpha / beta) = -0.1340 / -0.1664 Eh
Expectation value of S² = 15.7606
Gap between HOMO and LUMO (alpha / beta) = 5.17 / 6.08 eV
Total energy = -2444.2143 a.u.
2S+1 = 8

---

Here is a 2-piece molecular cluster, C9H14O overall at a distorted geometry from the OMol25 dataset. Energies are from ωB97M-V/def2-TZVPD.

Each line ends with the Löwdin charge.
Cartesian coordinates (Å):
C (2.532, -0.240, -1.161)  -0.0840
C (1.419, 0.081, -0.207)  -0.3199
C (0.636, -0.912, 0.394)  -0.0955
C (-0.155, -0.670, 1.456)  -0.0285
C (-0.268, 0.662, 2.021)  -0.3294
O (-0.826, 1.056, 3.185)  0.0257
C (0.383, 1.711, 1.338)  -0.0032
C (1.314, 1.416, 0.265)  -0.0270
H (3.266, -0.869, -0.584)  0.0892
H (3.143, 0.729, -1.570)  0.1206
H (2.192, -0.696, -2.110)  0.0694
H (0.608, -1.921, -0.076)  0.1295
H (-0.735, -1.370, 2.042)  0.1082
H (-1.773, 0.830, 3.280)  0.1251
H (0.334, 2.750, 1.727)  0.1159
H (2.113, 2.076, -0.111)  0.1021
C (-2.222, -0.879, -2.270)  -0.2018
C (-1.901, -1.620, -3.518)  -0.2328
H (-1.422, -0.395, -1.804)  0.0042
H (-2.766, 0.143, -2.610)  0.1153
H (-2.899, -1.439, -1.543)  0.0900
H (-1.624, -1.047, -4.507)  0.0939
H (-2.896, -1.929, -4.006)  0.0704
H (-1.358, -2.598, -3.515)  0.0626

Atoms 1-2, force components in eV/Å:
1.76 1.36 -1.02
0.21 2.06 0.69

Strongest force on any atom = 4.852 eV/Å
Charge = 0
ΔE to the lowest compared entry with this formula, charge and spin = 196.1 kJ/mol
M = 138.210 g mol⁻¹
HOMO = -0.3113 Eh
Gap between HOMO and LUMO = 9.24 eV
SMILES string = Cc1ccc(O)cc1.CC
Total energy = -426.4981 a.u.
2S+1 = 1

---

Here is C22H15BEuF4N3O3S as an isolated structure at a distorted geometry from the OMol25 dataset. Energies are from ωB97M-V/def2-TZVPD.

Each line ends with the Löwdin spin population.
Cartesian coordinates (Å):
Eu (-2.593, -0.471, 0.151)  7.0288
O (-1.790, -2.870, -3.930)  0.0002
C (-1.842, -2.228, -2.866)  0.0003
N (-2.900, -2.020, -1.987)  -0.0077
C (-3.948, -2.916, -2.132)  0.0003
O (-4.405, -3.324, -3.206)  0.0000
C (-4.780, -3.294, -0.996)  0.0006
C (-5.647, -4.371, -1.121)  -0.0001
C (-6.594, -4.639, -0.142)  0.0004
C (-6.577, -3.836, 0.987)  -0.0001
C (-5.662, -2.787, 1.046)  0.0004
N (-4.661, -2.605, 0.156)  -0.0013
C (-0.580, -1.490, -2.565)  0.0009
C (0.415, -1.436, -3.572)  -0.0001
C (1.654, -0.970, -3.280)  0.0005
C (1.931, -0.538, -2.012)  -0.0001
C (0.889, -0.567, -1.104)  0.0005
N (-0.364, -0.962, -1.351)  -0.0044
H (-5.545, -4.943, -2.048)  0.0000
H (-7.347, -5.430, -0.289)  0.0000
H (-7.264, -4.028, 1.818)  0.0000
H (-5.668, -2.113, 1.871)  0.0000
H (0.108, -1.838, -4.568)  0.0000
H (2.459, -0.947, -4.012)  0.0000
H (2.920, -0.138, -1.730)  0.0000
H (1.015, -0.257, -0.054)  0.0001
C (8.204, 4.639, 0.730)  0.0000
C (6.940, 3.773, 0.660)  0.0000
O (6.665, 3.055, -0.277)  0.0000
S (5.957, 4.099, 2.108)  0.0001
C (4.441, 3.292, 1.745)  0.0004
C (3.312, 3.746, 2.483)  0.0000
C (2.107, 3.076, 2.467)  0.0004
C (1.922, 2.033, 1.542)  0.0004
C (3.054, 1.497, 0.961)  0.0004
C (4.288, 2.103, 1.015)  0.0000
C (0.686, 1.356, 1.358)  0.0008
C (-0.394, 0.819, 1.034)  -0.0121
H (8.289, 5.072, -0.296)  0.0000
H (9.077, 3.952, 0.834)  0.0000
H (8.265, 5.368, 1.540)  0.0000
H (3.528, 4.603, 3.090)  0.0000
H (1.206, 3.353, 3.069)  0.0000
H (2.888, 0.585, 0.400)  0.0000
H (5.175, 1.624, 0.658)  0.0000
F (-4.345, 0.700, 1.081)  -0.0047
B (-3.786, 0.668, 2.418)  -0.0011
F (-4.804, 0.512, 3.383)  -0.0001
F (-3.006, -0.605, 2.409)  -0.0050
F (-2.890, 1.697, 2.523)  0.0012

Atoms 1-2, force components in eV/Å:
1.55 -0.93 -1.67
-0.59 0.15 1.58

Strongest force on any atom = 3.136 eV/Å
Charge = -1
ΔE to the lowest compared entry with this formula, charge and spin = 0.0 kJ/mol
M = 640.215 g mol⁻¹
HOMO (alpha / beta) = -0.1596 / -0.1889 Eh
Expectation value of S² = 15.7591
Gap between HOMO and LUMO (alpha / beta) = 6.50 / 7.30 eV
Total energy = -2770.4848 a.u.
2S+1 = 8

---

Here is a 3-piece molecular cluster, C2H5Cl3NO overall at a distorted geometry from the OMol25 dataset. Energies are from ωB97M-V/def2-TZVPD.

Each line ends with the Löwdin charge.
Cartesian coordinates (Å):
C (0.747, 0.595, 0.791)  -0.4061
C (-1.731, -0.217, -0.985)  -1.2126
N (1.697, 1.143, 1.571)  0.1298
O (0.974, 0.144, -0.317)  -0.0527
Cl (-2.622, -0.649, 0.332)  0.8005
Cl (-2.294, 0.127, -2.465)  0.8549
Cl (-0.659, -2.431, -1.274)  0.4840
H (-0.213, 0.655, 1.253)  0.1050
H (1.442, 1.582, 2.452)  0.1110
H (0.483, -1.868, -1.809)  -0.0404
H (2.775, 0.809, 1.367)  0.2176
H (-0.599, 0.109, -0.915)  0.0090

Atoms 1-2, force components in eV/Å:
2.04 1.18 0.87
2.58 0.61 0.07

Strongest force on any atom = 4.153 eV/Å
Charge = +1
ΔE to the lowest compared entry with this formula, charge and spin = 229.8 kJ/mol
M = 165.427 g mol⁻¹
HOMO = -0.5352 Eh
Gap between HOMO and LUMO = 8.32 eV
Total energy = -1589.4289 a.u.
2S+1 = 1